Entry 1:
Here is a gas-phase ion, C13H15IN (charge +1) in a non-equilibrium geometry from the Open Molecules 2025 dataset. Energies are from wB97M-V/def2-TZVPD.

ORCA input file:
```
! RIJCOSX wB97M-V def2-TZVPD def2/J DEFGRID3
* xyz 1 1
C -0.119 3.552 1.351
C -0.634 3.694 0.062
C 0.405 2.297 1.715
C -0.661 2.474 -0.741
C 1.239 0.067 1.361
C 0.568 1.210 0.796
C 1.122 -1.217 1.056
C -0.055 1.201 -0.481
C 0.343 -1.052 -0.991
C 2.191 -2.741 2.687
C -2.405 0.074 -2.384
C 1.645 -2.584 1.237
C -0.918 0.273 -2.666
N -0.077 0.135 -1.424
I 0.424 -2.735 -2.104
H 0.117 4.324 2.059
H -1.028 4.665 -0.301
H 0.951 2.271 2.710
H -1.195 2.522 -1.684
H 1.592 0.294 2.385
H 2.093 -3.789 2.925
H 1.461 -2.209 3.328
H 3.125 -2.427 2.900
H -2.813 1.018 -1.919
H -2.700 -0.730 -1.809
H -3.095 0.002 -3.316
H 0.797 -3.314 1.189
H 2.264 -2.994 0.546
H -0.534 1.348 -3.066
H -0.609 -0.494 -3.432
*
```

Properties
- M: 312.2 g/mol
- Energy relative to the best compared isomer or geometry (same formula, charge and spin): 0.000 eV
- LUMO energy: -4.055 eV
- Gap between HOMO and LUMO: 8.31 eV

Entry 2:
Here is a molecular structure, C13H15N3O3 in a non-equilibrium geometry from the Open Molecules 2025 dataset. Energies are from wB97M-V/def2-TZVPD.

ORCA input file:
```
! RIJCOSX wB97M-V def2-TZVPD def2/J DEFGRID3
* xyz 0 1
C 2.062 -0.952 -0.325
C 1.155 -1.576 -1.364
C 1.712 -1.028 1.086
C 0.506 -0.283 1.314
C -0.816 -1.019 1.135
C 0.285 0.997 1.830
C -1.111 0.976 1.974
C 1.040 1.930 2.625
C -1.766 1.977 2.780
C 0.331 2.793 3.532
C -1.051 2.952 3.440
C -0.123 -1.539 -3.503
C -1.258 -0.612 -3.371
H 1.663 1.045 -0.012
H 3.346 0.732 -0.365
H 3.033 -1.539 -0.602
H 2.508 -0.826 1.781
H 1.223 -2.136 1.100
H -0.975 -2.074 0.922
H -2.682 -0.304 1.847
H 2.112 1.784 2.755
H -2.928 1.793 3.184
H 0.778 3.616 4.546
H -1.602 3.742 4.060
H 1.405 -0.099 -2.883
H 0.347 -1.310 -4.445
H -0.395 -2.624 -3.472
H -2.279 0.399 -2.033
N 2.306 0.422 -0.642
N -1.745 -0.105 1.440
N 0.968 -0.997 -2.565
O 0.722 -2.805 -1.229
O -2.166 -0.302 -4.345
O -1.313 -0.034 -2.042
*
```

Properties
- M: 261.3 g/mol
- Energy relative to the best compared isomer or geometry (same formula, charge and spin): 6.720 eV
- LUMO energy: 0.501 eV
- Gap between HOMO and LUMO: 8.09 eV

Entry 3:
Here is 2 unconnected molecules or ions with the total composition C13H15N5O5 in a non-equilibrium geometry from the Open Molecules 2025 dataset. Energies are from wB97M-V/def2-TZVPD.

ORCA input file:
```
! RIJCOSX wB97M-V def2-TZVPD def2/J DEFGRID3
* xyz 0 1
N 0.614 -0.794 5.142
C 0.111 -1.180 4.160
C -0.527 -1.621 2.956
C -1.828 -1.279 2.562
C -2.378 -1.781 1.342
N -3.681 -1.349 0.932
O -4.378 -0.698 1.745
O -4.075 -1.625 -0.229
C -1.638 -2.632 0.503
C -0.363 -2.981 0.920
N 0.544 -3.908 0.396
O 0.560 -4.621 -0.584
O 1.651 -3.940 1.348
N 1.432 -3.050 2.390
C 0.220 -2.506 2.113
H -2.425 -0.613 3.186
H -2.042 -3.035 -0.421
C 3.087 0.436 -0.316
O 1.852 -0.072 -0.846
C 1.512 0.548 -2.066
C 0.238 -0.113 -2.578
C -0.168 0.506 -3.922
C -1.696 0.626 -3.870
C -2.053 0.575 -2.363
N -0.883 0.076 -1.733
H 3.237 -0.103 0.625
H 3.962 0.258 -0.976
H 3.059 1.525 -0.111
H 1.319 1.636 -1.933
H 2.293 0.411 -2.848
H 0.449 -1.192 -2.718
H 0.290 1.500 -3.985
H 0.201 -0.091 -4.757
H -2.051 1.544 -4.342
H -2.140 -0.225 -4.393
H -2.303 1.599 -2.033
H -2.944 -0.038 -2.165
H -0.813 -0.016 -0.730
*
```

Properties
- Structure (SMILES): N#Cc1cc([N+](=O)[O-])cc2c1no[n+]2[O-].COC[C@@H]1CCCN1
- M: 321.3 g/mol
- Energy relative to the best compared isomer or geometry (same formula, charge and spin): 0.000 eV
- LUMO energy: -2.512 eV
- Gap between HOMO and LUMO: 5.77 eV

Question: Which value of energy relative to the best compared isomer or geometry (same formula, charge and spin) does entry 3 give?
Answer: 0.000 eV

Please write out number 1 again, unchanged.
Here is a gas-phase ion, C13H15IN (charge +1) in a non-equilibrium geometry from the Open Molecules 2025 dataset. Energies are from wB97M-V/def2-TZVPD.

ORCA input file:
```
! RIJCOSX wB97M-V def2-TZVPD def2/J DEFGRID3
* xyz 1 1
C -0.119 3.552 1.351
C -0.634 3.694 0.062
C 0.405 2.297 1.715
C -0.661 2.474 -0.741
C 1.239 0.067 1.361
C 0.568 1.210 0.796
C 1.122 -1.217 1.056
C -0.055 1.201 -0.481
C 0.343 -1.052 -0.991
C 2.191 -2.741 2.687
C -2.405 0.074 -2.384
C 1.645 -2.584 1.237
C -0.918 0.273 -2.666
N -0.077 0.135 -1.424
I 0.424 -2.735 -2.104
H 0.117 4.324 2.059
H -1.028 4.665 -0.301
H 0.951 2.271 2.710
H -1.195 2.522 -1.684
H 1.592 0.294 2.385
H 2.093 -3.789 2.925
H 1.461 -2.209 3.328
H 3.125 -2.427 2.900
H -2.813 1.018 -1.919
H -2.700 -0.730 -1.809
H -3.095 0.002 -3.316
H 0.797 -3.314 1.189
H 2.264 -2.994 0.546
H -0.534 1.348 -3.066
H -0.609 -0.494 -3.432
*
```

Properties
- M: 312.2 g/mol
- Energy relative to the best compared isomer or geometry (same formula, charge and spin): 0.000 eV
- LUMO energy: -4.055 eV
- Gap between HOMO and LUMO: 8.31 eV